# 1
28
Properties=species:S:1:pos:R:3:nbo_charge:R:1 method="wB97M-V/def2-TZVPD" homo_ev=-7.79 de_lowest_kj_mol=163.1 orbital_gap_ev=7.85 lumo_energy_ev=0.066
B 1.180 1.729 -2.783 1.244
C 2.303 -2.960 0.864 -0.261
C 1.801 -1.781 1.603 -0.183
C 2.138 -2.902 -0.454 -0.133
C 1.129 -0.766 1.147 -0.246
C 1.564 -1.716 -1.143 -0.482
C 0.673 -0.731 -0.268 0.035
C -2.509 0.407 0.586 -0.606
C -0.556 1.941 0.967 -0.632
C -0.329 0.061 -0.740 -0.214
C -1.222 1.054 -0.064 -0.251
O 2.051 1.135 -2.208 -0.864
O 0.380 2.574 -3.329 -0.919
H 2.861 -3.696 1.529 0.219
H 2.333 -1.755 2.544 0.193
H 2.627 -3.680 -1.177 0.205
H 1.162 -0.071 1.839 0.205
H 0.874 -2.124 -1.882 0.221
H -2.357 -0.228 1.461 0.216
H -3.271 1.211 0.745 0.203
H -3.072 -0.296 -0.061 0.206
H 0.401 2.110 0.437 0.228
H -0.124 1.411 1.854 0.211
H -1.213 2.731 1.384 0.222
H -0.700 -0.291 -1.700 0.191
H -1.629 1.687 -0.875 0.184
H 2.381 -1.151 -1.607 0.266
H -0.547 2.762 -3.169 0.542

# 2
100
Properties=species:S:1:pos:R:3:lowdin_charge:R:1 method="wB97M-V/def2-TZVPD" charge=+1 homo_ev=-10.28 orbital_gap_ev=8.38 lumo_energy_ev=-1.897
Pb 0.252 -0.162 -0.323 1.679
N -2.366 -2.596 -0.679 -0.661
O -3.289 -3.375 -0.423 -0.003
O -1.761 -2.857 -1.678 -0.025
O -2.010 -1.716 0.038 -0.081
C -4.574 -2.028 2.489 -0.161
C -3.770 -0.815 3.007 -0.175
O -4.462 -0.379 4.168 -0.235
S -6.099 -0.878 4.217 0.830
O -7.003 0.289 4.109 -0.267
O -6.342 -1.942 5.268 -0.283
O -5.934 -1.607 2.695 -0.222
H -4.394 -3.027 2.886 0.133
H -4.477 -2.152 1.410 0.104
H -3.668 0.037 2.335 0.114
H -2.787 -1.116 3.368 0.123
C 3.911 -0.783 -2.338 0.017
C 2.619 -0.890 -3.075 -0.570
O 1.558 -1.101 -2.453 -0.072
N 2.717 -0.823 -4.353 0.039
C 1.613 -0.823 -5.294 -0.023
H 4.003 0.094 -1.696 0.071
H 4.774 -0.670 -2.995 0.083
H 3.980 -1.697 -1.748 0.096
H 3.692 -0.795 -4.616 0.144
H 1.738 -1.312 -6.260 0.098
H 1.320 0.212 -5.468 0.075
H 0.695 -1.108 -4.780 0.073
C -1.640 1.429 -4.417 0.028
C -1.624 0.351 -3.380 -0.527
O -1.270 0.459 -2.225 -0.110
N -2.043 -0.900 -3.713 0.046
C -2.304 -1.403 -5.022 -0.086
H -2.417 2.090 -4.033 0.090
H -2.004 1.188 -5.415 0.081
H -0.707 1.991 -4.371 0.085
H -2.052 -1.518 -2.914 0.090
H -1.697 -0.933 -5.796 0.079
H -3.359 -1.507 -5.276 0.087
H -2.120 -2.477 -5.014 0.092
C -3.421 1.812 -0.277 0.015
C -2.370 2.291 0.619 -0.564
O -1.297 1.666 0.688 -0.101
N -2.622 3.500 1.076 0.050
C -1.735 4.177 2.036 -0.044
H -3.590 0.745 -0.129 0.098
H -3.188 2.078 -1.308 0.093
H -4.325 2.394 -0.095 0.089
H -3.446 3.909 0.660 0.145
H -0.767 3.674 2.047 0.050
H -2.095 4.238 3.063 0.092
H -1.571 5.197 1.690 0.087
C 1.910 -4.295 -0.976 0.030
C 1.019 -3.595 0.118 -0.442
O 1.067 -2.361 0.301 -0.155
N 0.311 -4.434 0.896 0.046
C -0.388 -3.977 2.075 -0.066
H 1.722 -3.873 -1.964 0.074
H 1.573 -5.331 -1.012 0.067
H 2.989 -4.384 -0.858 0.078
H 0.329 -5.443 0.868 0.150
H -1.402 -4.379 2.078 0.089
H -0.514 -2.895 2.037 0.071
H -0.055 -4.463 2.992 0.091
C 1.435 -1.591 3.795 0.039
C 0.771 -0.317 3.279 -0.514
O 0.453 -0.194 2.123 -0.092
N 0.654 0.701 4.184 0.039
C -0.055 1.979 3.920 -0.049
H 1.912 -1.342 4.744 0.084
H 2.113 -1.884 2.994 0.068
H 0.679 -2.364 3.928 0.072
H 0.957 0.539 5.134 0.132
H -0.837 1.867 3.168 0.063
H 0.662 2.751 3.644 0.068
H -0.449 2.387 4.851 0.092
C 2.700 2.741 -3.103 0.041
C 1.781 2.808 -1.857 -0.524
O 1.410 1.801 -1.292 -0.093
N 1.296 4.005 -1.605 0.030
C 0.456 4.382 -0.485 -0.044
H 2.783 3.723 -3.569 0.079
H 2.396 1.980 -3.822 0.069
H 3.661 2.356 -2.764 0.081
H 1.571 4.828 -2.121 0.142
H 0.043 5.380 -0.627 0.097
H 1.039 4.421 0.436 0.088
H -0.354 3.657 -0.416 0.070
C 3.307 2.128 1.763 0.037
C 3.556 0.676 1.406 -0.543
O 2.971 0.107 0.513 -0.013
N 4.387 0.031 2.228 0.021
C 4.711 -1.360 2.110 -0.067
H 4.176 2.525 2.287 0.083
H 2.469 2.197 2.457 0.066
H 3.059 2.764 0.914 0.074
H 5.068 0.597 2.714 0.141
H 3.896 -2.031 1.839 0.072
H 5.039 -1.794 3.055 0.094
H 5.448 -1.454 1.313 0.093

# 3
19
Properties=species:S:1:pos:R:3:nbo_charge:R:1 method="wB97M-V/def2-TZVPD" homo_ev=-9.55 de_lowest_kj_mol=138.4 orbital_gap_ev=10.51 smiles=C[C@@H](O)[C@@H](N)CN lumo_energy_ev=0.958
N 1.761 1.115 0.062 -0.845
C 0.588 0.199 0.221 -0.075
C 0.228 -0.298 -1.183 0.094
C -0.813 -1.385 -1.228 -0.633
O -0.084 0.802 -2.029 -0.714
C -0.521 0.834 1.104 -0.241
N -0.881 -0.066 2.177 -0.832
H 2.449 0.498 -0.372 0.351
H 2.149 1.289 0.978 0.362
H 0.990 -0.623 0.829 0.180
H 1.144 -0.838 -1.484 0.141
H -1.796 -1.221 -0.786 0.210
H -0.970 -1.636 -2.285 0.226
H -0.405 -2.326 -0.844 0.210
H 0.386 1.520 -1.583 0.484
H -1.338 1.280 0.519 0.184
H -0.045 1.737 1.490 0.187
H -1.027 -1.027 1.885 0.354
H -1.813 0.147 2.530 0.357

# 4
8
Properties=species:S:1:pos:R:3:nbo_charge:R:1 method="wB97M-V/def2-TZVPD" homo_ev=-10.70 de_lowest_kj_mol=19.3 orbital_gap_ev=10.63 smiles="O=C(S)C(F)(F)Cl" lumo_energy_ev=-0.069
C 0.624 0.646 -0.339 0.348
C -0.712 0.147 0.314 0.620
H 1.079 -1.672 0.195 0.154
O 0.731 1.730 -0.865 -0.476
F -1.553 1.142 0.365 -0.291
F -0.550 -0.483 1.453 -0.290
S 1.868 -0.625 -0.138 0.015
Cl -1.488 -0.884 -0.985 -0.079

# 5
140
Properties=species:S:1:pos:R:3:lowdin_charge:R:1 method="wB97M-V/def2-TZVPD" homo_ev=-8.99 de_lowest_kj_mol=0.0 orbital_gap_ev=9.52 smiles="CNC(C)=O.COCCOC.COCCOC.COCCOC.COCCOC.COCCOC.COCCOC.COCCOC.COCCOC" lumo_energy_ev=0.536
C 1.512 5.599 5.591 -0.106
O 0.727 4.434 5.638 -0.172
C 1.262 3.397 4.851 -0.222
C 0.339 2.214 4.946 -0.200
O -0.734 2.412 4.042 -0.192
C -1.681 1.382 4.091 -0.119
H 1.400 6.117 4.631 0.076
H 2.578 5.367 5.732 0.090
H 1.203 6.259 6.397 0.089
H 2.271 3.133 5.202 0.128
H 1.336 3.707 3.797 0.116
H -0.037 2.192 5.981 0.136
H 0.830 1.256 4.733 0.122
H -2.319 1.457 4.983 0.100
H -1.231 0.382 4.064 0.080
H -2.344 1.508 3.233 0.085
C 2.784 -4.318 -2.717 -0.102
O 3.252 -3.724 -3.908 -0.189
C 4.166 -2.668 -3.745 -0.200
C 3.696 -1.474 -2.933 -0.210
O 2.658 -0.841 -3.643 -0.192
C 2.037 0.197 -2.932 -0.093
H 2.321 -3.595 -2.042 0.079
H 3.602 -4.833 -2.199 0.094
H 2.006 -5.026 -2.994 0.086
H 4.381 -2.293 -4.746 0.130
H 5.103 -3.027 -3.290 0.128
H 4.549 -0.790 -2.807 0.132
H 3.349 -1.750 -1.930 0.115
H 2.730 1.025 -2.708 0.092
H 1.628 -0.147 -1.980 0.064
H 1.267 0.628 -3.572 0.085
C -0.328 -3.168 4.155 -0.095
O -0.678 -2.669 2.882 -0.188
C -2.007 -2.949 2.504 -0.196
C -3.032 -1.977 3.058 -0.194
O -3.144 -1.931 4.486 -0.199
C -3.724 -3.077 5.044 -0.128
H 0.705 -2.872 4.357 0.084
H -0.341 -4.265 4.166 0.093
H -0.932 -2.745 4.957 0.078
H -2.272 -3.975 2.798 0.126
H -2.090 -2.854 1.420 0.119
H -4.012 -2.171 2.613 0.122
H -2.722 -0.962 2.805 0.091
H -2.969 -3.823 5.328 0.079
H -4.437 -3.557 4.364 0.092
H -4.258 -2.797 5.954 0.088
C 3.671 -5.599 4.635 -0.113
O 3.769 -4.290 4.124 -0.179
C 4.857 -3.592 4.672 -0.233
C 4.871 -2.185 4.168 -0.223
O 5.066 -2.204 2.774 -0.165
C 5.034 -0.915 2.236 -0.118
H 3.493 -5.604 5.716 0.087
H 4.582 -6.168 4.408 0.090
H 2.836 -6.078 4.126 0.087
H 5.803 -4.083 4.398 0.133
H 4.812 -3.596 5.772 0.129
H 5.732 -1.683 4.638 0.132
H 3.944 -1.653 4.409 0.128
H 4.093 -0.398 2.475 0.073
H 5.124 -0.974 1.153 0.090
H 5.854 -0.282 2.609 0.092
C -1.955 3.133 -5.833 -0.100
O -1.286 2.367 -4.848 -0.184
C -1.709 1.018 -4.788 -0.204
C -2.875 0.738 -3.882 -0.203
O -4.054 1.269 -4.455 -0.181
C -5.188 1.027 -3.662 -0.105
H -2.995 3.313 -5.535 0.082
H -1.975 2.619 -6.796 0.089
H -1.459 4.100 -5.863 0.085
H -0.849 0.454 -4.412 0.097
H -1.867 0.625 -5.801 0.134
H -2.740 1.175 -2.884 0.121
H -2.935 -0.359 -3.825 0.118
H -6.051 1.244 -4.284 0.092
H -5.172 1.626 -2.743 0.065
H -5.226 -0.022 -3.330 0.093
C 1.479 6.403 1.491 -0.103
O 0.078 6.475 1.343 -0.162
C -0.571 5.234 1.345 -0.200
C -0.022 4.216 0.362 -0.251
O -0.094 4.730 -0.937 -0.161
C 0.242 3.790 -1.936 -0.090
H 1.949 5.977 0.602 0.088
H 1.747 5.831 2.391 0.069
H 1.837 7.419 1.646 0.092
H -1.623 5.414 1.119 0.127
H -0.558 4.763 2.344 0.122
H -0.646 3.310 0.453 0.103
H 0.995 3.915 0.655 0.110
H 1.306 3.514 -1.910 0.087
H 0.037 4.261 -2.894 0.088
H -0.351 2.872 -1.842 0.080
C -0.949 -0.658 -0.856 -0.076
O -0.694 0.587 -0.243 -0.202
C -0.239 0.449 1.081 -0.205
C 1.029 -0.358 1.281 -0.194
O 2.046 -0.099 0.343 -0.201
C 2.530 1.218 0.395 -0.108
H -1.625 -1.274 -0.250 0.083
H -0.037 -1.241 -1.026 0.085
H -1.421 -0.480 -1.821 0.082
H -1.027 -0.064 1.658 0.107
H -0.144 1.423 1.568 0.109
H 0.842 -1.429 1.222 0.119
H 1.401 -0.154 2.297 0.125
H 2.838 1.505 1.412 0.091
H 1.752 1.923 0.077 0.064
H 3.373 1.352 -0.279 0.090
C 0.616 -3.893 -7.113 -0.123
O 0.146 -2.598 -6.890 -0.192
C 0.642 -2.030 -5.684 -0.177
C -0.037 -2.535 -4.409 -0.204
O -1.423 -2.359 -4.320 -0.189
C -2.211 -3.060 -5.265 -0.094
H 0.203 -4.614 -6.396 0.078
H 1.712 -3.964 -7.045 0.093
H 0.352 -4.202 -8.124 0.089
H 0.423 -0.964 -5.783 0.121
H 1.712 -2.229 -5.608 0.108
H 0.395 -1.989 -3.570 0.105
H 0.262 -3.584 -4.244 0.119
H -1.854 -4.080 -5.425 0.085
H -2.308 -2.532 -6.214 0.089
H -3.216 -3.134 -4.837 0.088
C -5.908 0.899 0.028 0.004
C -4.458 0.555 0.185 -0.536
O -4.093 -0.598 0.394 0.019
N -3.534 1.541 0.082 0.041
C -3.751 2.950 -0.192 -0.065
H -6.080 1.978 0.019 0.070
H -6.461 0.479 0.865 0.089
H -6.322 0.511 -0.900 0.078
H -2.578 1.204 0.082 0.095
H -4.239 3.125 -1.150 0.077
H -2.780 3.445 -0.224 0.069
H -4.293 3.443 0.618 0.089

# 6
62
Properties=species:S:1:pos:R:3:nbo_charge:R:1 method="wB97M-V/def2-TZVPD" homo_ev=-9.30 de_lowest_kj_mol=129.1 orbital_gap_ev=9.26 smiles="NC(N)=O.NC(N)=O.NC(N)=O.NC(N)=O.CO.CO.CO.CO.CO" lumo_energy_ev=-0.042
C -13.691 -13.671 22.670 -0.246
O -13.107 -12.371 22.787 -0.728
H -12.916 -14.432 22.808 0.167
H -14.492 -13.750 23.391 0.196
H -14.051 -13.822 21.644 0.147
H -12.522 -12.227 22.040 0.462
C -10.153 -17.433 22.439 -0.248
O -8.870 -16.852 22.523 -0.718
H -10.105 -18.511 22.662 0.143
H -10.818 -17.029 23.192 0.199
H -10.582 -17.380 21.434 0.158
H -8.412 -16.956 21.687 0.462
C -10.865 -15.968 26.604 -0.246
O -10.985 -15.439 25.306 -0.733
H -11.279 -16.975 26.744 0.148
H -9.810 -16.041 26.869 0.181
H -11.343 -15.302 27.331 0.163
H -11.846 -15.017 25.221 0.488
C -17.365 -14.655 21.525 -0.245
O -17.146 -14.657 22.926 -0.742
H -16.691 -13.956 21.017 0.172
H -17.175 -15.657 21.152 0.168
H -18.376 -14.329 21.266 0.175
H -17.523 -13.863 23.313 0.483
C -16.479 -20.341 23.706 -0.245
O -17.699 -20.574 22.960 -0.730
H -15.923 -19.560 23.199 0.169
H -16.722 -20.117 24.744 0.167
H -15.879 -21.245 23.658 0.192
H -18.008 -19.695 22.728 0.446
C -14.087 -16.931 24.051 0.789
O -13.917 -16.079 24.915 -0.730
N -15.198 -16.923 23.258 -0.866
N -13.189 -17.923 23.820 -0.845
H -15.298 -17.480 22.430 0.388
H -15.818 -16.148 23.449 0.431
H -12.340 -17.982 24.347 0.413
H -13.442 -18.627 23.142 0.407
C -13.118 -20.182 21.018 0.779
O -13.985 -20.438 21.840 -0.685
N -13.288 -19.904 19.690 -0.868
N -11.769 -20.356 21.318 -0.864
H -12.508 -19.682 19.102 0.387
H -14.187 -20.158 19.279 0.442
H -11.139 -20.496 20.552 0.389
H -11.579 -20.673 22.251 0.404
C -16.736 -19.968 18.872 0.787
O -15.728 -20.269 18.237 -0.689
N -16.733 -18.977 19.808 -0.838
N -17.874 -20.713 18.808 -0.828
H -16.010 -18.282 19.747 0.404
H -17.545 -18.722 20.339 0.385
H -17.861 -21.555 18.264 0.413
H -18.501 -20.640 19.590 0.391
C -15.440 -16.255 28.487 0.774
O -15.993 -16.820 29.414 -0.654
N -14.188 -16.537 28.030 -0.845
N -16.078 -15.302 27.697 -0.876
H -13.792 -15.938 27.326 0.408
H -13.589 -17.098 28.607 0.400
H -15.915 -15.399 26.707 0.395
H -16.997 -15.034 27.998 0.393

# 7
15
Properties=species:S:1:pos:R:3:nbo_charge:R:1 method="wB97M-V/def2-TZVPD" charge=+1 homo_ev=-11.99 de_lowest_kj_mol=283.3 orbital_gap_ev=6.72 lumo_energy_ev=-5.276
C 2.273 -0.729 -1.503 -0.599
S 1.721 -0.757 0.261 -0.260
S 1.080 -0.229 2.203 0.017
H 2.512 0.300 -1.777 0.232
H 1.446 -1.140 -2.086 0.243
H 3.225 -1.250 -1.640 0.258
H 1.895 0.841 2.383 0.155
N -1.295 1.410 0.180 -0.717
C -2.261 0.514 0.194 0.404
N -1.941 -0.752 0.151 -0.712
H -0.317 1.127 0.171 0.434
H -1.586 2.250 0.672 0.430
H -3.287 0.876 0.227 0.238
H -2.550 -1.549 0.245 0.446
H -0.915 -0.911 0.318 0.432